Entry 1:
{"formula": "C36H44BBr2CaCl2CsF7LiN3O19PS4", "method": "the ωB97M-V functional and the def2-TZVPD basis", "total_charge": 0, "e_tot_ev": -338037.1307, "homo_lumo_gap_ev": 0.844, "species": ["O", "C", "C", "P", "O", "O", "O", "C", "N", "C", "S", "C", "O", "C", "C", "C", "C", "C", "S", "C", "S", "N", "C", "C", "O", "C", "C", "C", "C", "C", "C", "C", "C", "C", "C", "C", "C", "H", "H", "H", "H", "H", "H", "H", "H", "H", "H", "H", "H", "H", "H", "H", "H", "H", "H", "H", "H", "H", "H", "H", "Li", "Br", "C", "C", "Br", "H", "H", "H", "H", "O", "Cl", "O", "O", "O", "C", "O", "C", "C", "O", "C", "H", "H", "H", "H", "H", "H", "H", "H", "H", "H", "Cs", "O", "Cl", "O", "O", "O", "Ca", "B", "F", "F", "F", "F", "C", "F", "F", "F", "S", "O", "O", "O", "C", "C", "C", "C", "N", "H", "H", "H", "H", "H", "H", "H"], "xyz": [[-1.57170, -5.34938, 2.67861], [-1.34658, -4.12277, 2.77563], [-2.47475, -3.10399, 3.24038], [-4.19862, -3.85126, 3.54469], [-4.26311, -4.41157, 4.98237], [-5.46591, -2.73094, 3.40034], [-4.50737, -5.07544, 2.37065], [-2.13917, -1.73982, 3.41234], [-3.20448, -0.79506, 3.87215], [-3.51062, 0.01939, 2.90072], [-3.58219, 1.39134, 1.94338], [-0.66787, -1.12689, 3.18956], [-0.55157, 0.08007, 3.61515], [0.47545, -2.03162, 2.53960], [1.91727, -1.52458, 2.06435], [2.26230, 0.02337, 2.18981], [3.78444, 0.43555, 1.95591], [3.97809, 1.80379, 1.13453], [2.93253, 1.93378, -0.38501], [3.33161, 0.63025, -1.62502], [4.66619, -0.38742, -1.34939], [2.48761, 0.56291, -2.81562], [1.04293, 0.80789, -2.52789], [0.38862, -0.31171, -1.53859], [0.39490, -1.54805, -2.32232], [1.78438, -1.92974, -2.62513], [2.53300, -0.76767, -3.49398], [2.87936, -2.61161, 1.49788], [2.50249, -4.13669, 1.38155], [3.62944, -5.13827, 0.82047], [3.70700, -5.63466, -0.64277], [4.91181, -6.57599, -1.01194], [6.00022, -7.01069, 0.02807], [5.92256, -6.51340, 1.49365], [4.72347, -5.58318, 1.85710], [1.09427, -4.62748, 1.79726], [0.10968, -3.56202, 2.36536], [-5.57915, -2.44533, 2.46293], [-4.67955, -4.53256, 1.55795], [2.00034, 0.31643, 3.29436], [1.49233, 0.58668, 1.52728], [4.24679, 0.62350, 3.00228], [4.44670, -0.35124, 1.46845], [5.09496, 1.98335, 0.94334], [3.64049, 2.65787, 1.84252], [0.47545, 0.66954, -3.52810], [0.79864, 1.88487, -2.19647], [-0.67119, 0.01085, -1.24520], [1.00997, -0.48863, -0.59246], [2.28469, -2.11961, -1.61451], [1.69703, -2.90748, -3.23311], [3.56891, -1.08640, -3.86015], [1.88788, -0.66705, -4.45171], [3.92399, -2.34371, 1.13273], [2.95226, -5.31058, -1.42988], [5.07870, -6.97765, -2.07945], [6.89127, -7.68595, -0.24421], [6.71763, -6.78954, 2.28141], [4.69484, -5.19548, 2.93913], [0.77280, -5.71562, 1.69562], [0.53914, 1.37906, 2.89379], [-6.22660, -3.21581, -0.16498], [-8.14029, -3.56349, -0.03857], [-8.54821, -3.88865, 1.37815], [-8.04728, -5.71206, 1.85512], [-8.36374, -4.36282, -0.74787], [-8.62016, -2.63889, -0.37652], [-9.63143, -3.85577, 1.48371], [-8.09671, -3.22928, 2.11948], [-11.93472, -2.17590, -1.12420], [-11.49890, -1.58371, 0.12690], [-12.56533, -0.78632, 0.68027], [-10.34133, -0.74860, -0.11501], [-11.14669, -2.63781, 1.05870], [6.21788, 6.92916, -2.07584], [4.85556, 6.73370, -1.69409], [3.96169, 6.95660, -2.76339], [3.46879, 5.63512, -3.35934], [4.51557, 4.94536, -4.00614], [5.01613, 3.87217, -3.20701], [6.85221, 6.53753, -1.28008], [6.46036, 6.40305, -3.00078], [6.41970, 7.99790, -2.19322], [4.41929, 7.59033, -3.53267], [3.10046, 7.49980, -2.34824], [2.70977, 5.85364, -4.12653], [2.99941, 5.00594, -2.59151], [4.29083, 3.05407, -3.19766], [5.22593, 4.19218, -2.18356], [5.94328, 3.51394, -3.65491], [-9.71347, -4.79965, -1.83119], [-4.30067, 3.98196, 5.98160], [-3.63665, 2.73728, 5.66002], [-4.60457, 1.79146, 5.14594], [-3.01808, 2.19709, 6.85080], [-2.61849, 2.97921, 4.65438], [1.30808, 7.40701, -3.31792], [-2.38531, -2.63519, -3.26866], [-3.33115, -3.57135, -3.80861], [-2.47849, -1.39235, -3.98430], [-2.67262, -2.40862, -1.87803], [-1.05861, -3.16528, -3.40232], [0.26997, -9.78409, 1.37455], [-0.61967, -9.20908, 0.52959], [-0.19117, -9.54074, 2.62536], [0.15388, -11.12112, 1.18681], [2.00624, -9.16983, 1.11626], [1.94285, -7.73003, 1.35663], [2.33324, -9.51164, -0.26381], [2.81682, -9.88460, 2.09581], [-1.12229, 12.60979, -3.16314], [-1.22705, 12.67238, -1.64267], [0.10201, 12.37859, -0.94033], [0.57043, 10.99612, -1.29073], [0.94041, 9.90724, -1.56520], [-0.84435, 11.60962, -3.50786], [-2.08377, 12.85404, -3.61995], [-0.37856, 13.32119, -3.53475], [-1.98773, 11.95904, -1.30998], [-1.57089, 13.66821, -1.35083], [-0.02151, 12.44852, 0.14376], [0.86506, 13.10166, -1.24182]], "lowdin_charge": [0.09, -0.25, -0.05, 0.67, -0.31, -0.19, -0.20, -0.13, 0.11, -0.58, 0.69, -0.16, -0.10, 0.02, -0.09, -0.23, -0.24, -0.48, 0.79, -0.97, 0.66, -0.18, -0.18, -0.13, -0.19, -0.13, -0.17, 0.05, -0.08, -0.17, 0.00, -0.05, -0.07, -0.06, -0.02, 0.11, 0.02, 0.01, -0.01, 0.11, 0.06, 0.13, 0.06, 0.09, 0.09, 0.15, 0.09, 0.15, 0.10, 0.10, 0.15, 0.11, 0.14, 0.09, 0.10, 0.09, 0.09, 0.09, 0.10, 0.11, 0.72, 0.79, -0.89, -0.67, 0.68, -0.33, 0.04, 0.02, 0.07, -0.42, 0.64, -0.33, -0.36, -0.39, -0.06, -0.14, -0.27, -0.27, -0.14, -0.05, 0.11, 0.10, 0.10, 0.15, 0.02, 0.05, 0.14, 0.08, 0.09, 0.11, 1.37, -0.38, 0.62, -0.40, -0.38, -0.45, 1.59, -1.13, 0.04, 0.04, 0.03, 0.05, -0.62, 0.10, 0.10, 0.10, 0.48, -0.32, -0.30, -0.30, -0.11, -0.25, -0.15, -0.16, 0.08, 0.06, 0.08, 0.08, 0.12, 0.12, 0.13, 0.13]}

=====

Entry 2:
{"formula": "C36H44BCl2N9O5Tm", "method": "the ωB97M-V functional and the def2-TZVPD basis", "spin_multiplicity": 3, "total_charge": -1, "e_tot_ev": -116951.9247, "e_above_lowest_ev": 6.733, "homo_lumo_gap_ev": 7.208, "species": ["Tm", "N", "C", "C", "O", "N", "C", "C", "O", "O", "H", "H", "H", "H", "H", "H", "C", "C", "C", "C", "C", "C", "N", "N", "B", "N", "C", "C", "C", "N", "C", "C", "C", "N", "C", "C", "C", "N", "C", "C", "C", "H", "H", "H", "H", "H", "H", "H", "H", "H", "H", "H", "H", "H", "H", "H", "H", "H", "H", "H", "H", "H", "H", "H", "H", "H", "H", "H", "H", "Cl", "C", "C", "C", "C", "C", "Cl", "C", "N", "C", "C", "C", "C", "C", "C", "C", "C", "O", "O", "H", "H", "H", "H", "H", "H", "H", "H", "H", "H"], "xyz": [[1.15637, -1.05239, 0.06711], [1.14507, -3.68319, -0.52389], [2.30027, -3.90549, -1.41459], [3.51787, -3.30299, -0.68269], [4.49897, -4.00189, -0.41079], [3.28227, -2.03919, -0.36789], [4.15337, -1.48739, 0.66251], [3.17317, -0.79789, 1.62321], [2.61407, 0.26201, 1.07081], [0.85377, -1.33369, 2.33141], [1.26027, -4.29489, 0.28721], [0.30027, -3.96559, -1.01619], [2.11187, -3.38289, -2.35529], [2.47727, -4.97189, -1.61569], [4.81977, -0.71389, 0.25411], [4.75887, -2.28409, 1.10941], [3.01317, 3.08151, -2.54079], [1.83437, 2.11391, -2.38609], [2.30307, 0.67621, -2.63049], [1.20787, 2.26861, -1.02549], [1.13697, 3.43721, -0.25869], [0.51077, 3.05061, 0.90491], [0.22357, 1.74801, 0.82351], [0.63507, 1.26141, -0.35779], [-0.41913, 0.90191, 1.96831], [0.55867, 0.03371, 2.72461], [1.38297, 0.54101, 3.68771], [2.58937, 0.03491, 3.96801], [3.16667, -1.03419, 3.13071], [2.21887, -1.75729, 2.26561], [4.12517, -1.99549, 3.82871], [3.35817, -2.72619, 4.93311], [5.36267, -1.28869, 4.37621], [-1.54863, 0.04581, 1.37811], [-2.83773, 0.41391, 1.43541], [-3.60813, -0.65179, 1.04521], [-2.68753, -1.67229, 0.76861], [-1.44033, -1.23189, 0.95731], [-3.10663, -3.08509, 0.49101], [-3.56043, -3.71529, 1.81491], [-1.99613, -3.91379, -0.12919], [3.49817, 2.92961, -3.50439], [3.74377, 2.91191, -1.75419], [2.68017, 4.11541, -2.48869], [1.08907, 2.37801, -3.15149], [2.91977, 0.33331, -1.79169], [2.89657, 0.62721, -3.54389], [1.45187, 0.00371, -2.74209], [1.48387, 4.42041, -0.50719], [0.26727, 3.61981, 1.77861], [-0.88973, 1.68171, 2.74151], [0.96947, 1.38291, 4.22571], [3.19237, 0.45011, 4.75721], [4.44437, -2.74259, 3.09591], [2.97127, -2.01859, 5.66271], [3.99927, -3.44219, 5.44321], [2.51647, -3.25929, 4.49791], [5.10287, -0.59259, 5.16991], [5.85767, -0.73619, 3.58211], [6.06167, -2.01589, 4.78611], [-3.11363, 1.39731, 1.75951], [-4.67643, -0.70319, 0.97231], [-3.96983, -3.05959, -0.18589], [-2.73913, -3.70999, 2.52851], [-3.87653, -4.74489, 1.65371], [-4.39203, -3.15989, 2.24281], [-1.14323, -3.88769, 0.54551], [-1.73133, -3.49439, -1.09679], [-2.31883, -4.94489, -0.27299], [-3.93503, 2.95381, -0.39479], [-2.68773, 3.89941, -1.13869], [-2.12643, 4.91311, -0.38459], [-1.14373, 5.72761, -0.91379], [-0.70313, 5.50191, -2.20609], [-1.26063, 4.48241, -2.94439], [-0.68413, 4.23521, -4.56739], [-2.27923, 3.64051, -2.45799], [-2.82143, 2.70711, -3.28319], [-3.72903, 1.66221, -2.94929], [-5.08413, 1.87981, -3.15539], [-5.99523, 0.87811, -2.87889], [-5.54473, -0.34129, -2.40209], [-4.19343, -0.55659, -2.20229], [-3.25943, 0.43461, -2.47529], [-1.80183, 0.25491, -2.20299], [-1.22153, -1.19029, -2.28689], [-1.82583, -2.07409, -2.88119], [-0.08613, -1.31509, -1.73319], [-2.47043, 5.05411, 0.62761], [-0.71683, 6.52091, -0.32279], [0.07307, 6.10991, -2.64339], [-2.30083, 2.55791, -4.13969], [-5.41303, 2.84591, -3.51399], [-7.05123, 1.05331, -3.03089], [-6.25023, -1.13269, -2.18719], [-3.84043, -1.50869, -1.84779], [-1.58923, 0.62241, -1.19379], [-1.19913, 0.86261, -2.88549]], "mulliken_spin": [2.01, 0.00, 0.00, 0.00, 0.00, 0.00, 0.00, 0.00, 0.00, 0.00, 0.00, 0.00, 0.00, 0.00, 0.00, 0.00, 0.00, 0.00, 0.00, 0.00, 0.00, 0.00, 0.00, 0.00, 0.00, 0.00, 0.00, 0.00, 0.00, 0.00, 0.00, 0.00, 0.00, 0.00, 0.00, 0.00, 0.00, 0.00, 0.00, 0.00, 0.00, 0.00, 0.00, 0.00, 0.00, 0.00, 0.00, 0.00, 0.00, 0.00, 0.00, 0.00, 0.00, 0.00, 0.00, 0.00, 0.00, 0.00, 0.00, 0.00, 0.00, 0.00, 0.00, 0.00, 0.00, 0.00, 0.00, 0.00, 0.00, 0.00, 0.00, 0.00, 0.00, 0.00, 0.00, 0.00, 0.00, 0.00, 0.00, 0.00, 0.00, 0.00, 0.00, 0.00, 0.00, 0.00, 0.00, 0.00, 0.00, 0.00, 0.00, 0.00, 0.00, 0.00, 0.00, 0.00, 0.00, 0.00]}

=====

Entry 3:
{"formula": "C36H44ClIN2O9P", "method": "the ωB97M-V functional and the def2-TZVPD basis", "total_charge": 1, "e_tot_ev": -89355.0619, "e_above_lowest_ev": 0.000, "homo_lumo_gap_ev": 7.196, "species": ["C", "C", "C", "C", "C", "C", "C", "C", "C", "C", "C", "C", "P", "O", "O", "C", "I", "C", "Cl", "N", "N", "C", "C", "C", "O", "C", "H", "H", "H", "H", "H", "H", "H", "H", "H", "H", "H", "H", "H", "H", "H", "H", "H", "H", "H", "H", "H", "H", "H", "H", "H", "H", "H", "H", "H", "H", "H", "H", "C", "C", "C", "O", "C", "C", "C", "O", "H", "H", "H", "H", "C", "C", "C", "O", "C", "C", "C", "O", "H", "H", "H", "H", "C", "C", "C", "O", "C", "C", "C", "O", "H", "H", "H", "H"], "xyz": [[2.55473, 0.88659, 1.21491], [3.35957, -0.37043, 0.83413], [2.49544, -1.37517, 0.06954], [2.29341, -0.94661, -1.39474], [1.88232, -2.11230, -2.29702], [0.98721, -1.72137, -3.47014], [-0.46264, -1.42830, -3.06539], [-0.74859, 0.05710, -2.68729], [-1.85129, 0.60870, -3.58138], [-2.35537, 2.03012, -3.22007], [-2.41937, 2.37965, -1.76373], [-1.58943, 3.38992, -1.18929], [-0.32791, 4.23066, -2.33611], [0.96903, 3.77141, -1.45905], [-0.50694, 5.80497, -2.00490], [-1.79378, 3.67517, 0.15619], [-0.71451, 5.12254, 1.21245], [-2.78581, 2.95638, 0.86751], [-3.10489, 3.22601, 2.51550], [-3.49406, 2.02640, 0.30446], [-3.29724, 1.76689, -0.96949], [-4.16027, 0.67154, -1.51270], [-5.24366, 0.21064, -0.56307], [-4.77096, -0.75673, 0.52992], [-3.77553, -1.63561, 0.05883], [-2.48418, -1.35677, 0.57192], [3.12616, 1.80063, 1.06729], [1.65694, 0.97348, 0.59707], [2.22030, 0.81143, 2.24424], [4.20096, -0.07074, 0.21232], [3.71318, -0.82908, 1.75486], [1.50124, -1.37120, 0.52294], [2.91759, -2.37698, 0.11186], [1.54457, -0.15499, -1.39110], [3.21641, -0.50142, -1.77130], [2.79136, -2.52384, -2.73468], [1.43174, -2.93025, -1.73394], [0.97262, -2.55315, -4.17354], [1.40696, -0.86091, -3.99697], [-1.13071, -1.69087, -3.88548], [-0.74624, -2.04597, -2.21373], [-1.05283, 0.09006, -1.64026], [0.15325, 0.64136, -2.86056], [-2.70203, -0.06779, -3.62576], [-1.47254, 0.67033, -4.60084], [-3.35364, 2.16253, -3.64312], [-1.72425, 2.75427, -3.71487], [1.69676, 4.40169, -1.53081], [-0.01455, 6.10283, -1.22778], [-4.62475, 1.08414, -2.40470], [-3.52496, -0.16731, -1.77609], [-5.96024, -0.32251, -1.19045], [-5.79877, 1.04382, -0.13750], [-4.38429, -0.18134, 1.37457], [-5.63002, -1.30688, 0.90999], [-1.78635, -2.02734, 0.07863], [-2.43000, -1.47966, 1.65339], [-2.17627, -0.32926, 0.34148], [5.60532, -2.75448, -7.68280], [4.75127, -3.41678, -6.90714], [4.30034, -2.85890, -5.60884], [3.52132, -3.45932, -4.89872], [4.83685, -1.53421, -5.20662], [5.69055, -0.87109, -5.98080], [6.14237, -1.42849, -7.28267], [6.91662, -0.82246, -7.98775], [5.94879, -3.14151, -8.63350], [4.34706, -4.38344, -7.17891], [4.49390, -1.14813, -4.25414], [6.09611, 0.09495, -5.70830], [-3.33186, -3.50617, 4.14323], [-4.17977, -4.12816, 4.95765], [-4.52709, -3.56092, 6.28719], [-5.29745, -4.12483, 7.02890], [-3.89101, -2.27263, 6.66930], [-3.04358, -1.65277, 5.85278], [-2.70029, -2.22082, 4.52756], [-1.92869, -1.65214, 3.77905], [-3.06340, -3.90170, 3.17141], [-4.65340, -5.06658, 4.69932], [-4.15757, -1.87808, 7.64142], [-2.56734, -0.71538, 6.11075], [1.54804, 3.54946, 5.60060], [1.68473, 2.37900, 4.98666], [2.48337, 1.28076, 5.58890], [2.60674, 0.21590, 5.02333], [3.12026, 1.54014, 6.90395], [2.98233, 2.71181, 7.51969], [2.18454, 3.81037, 6.91777], [2.05441, 4.87767, 7.47349], [0.97110, 4.36353, 5.17959], [1.22769, 2.17029, 4.02870], [3.69666, 0.72605, 7.32432], [3.43825, 2.92262, 8.47845]], "lowdin_charge": [-0.10, -0.24, -0.21, -0.20, -0.21, -0.20, -0.17, -0.20, -0.18, -0.14, -0.16, -0.22, 0.88, -0.30, -0.31, -0.62, 1.09, -0.76, 0.74, 0.12, 0.00, -0.08, -0.13, -0.22, -0.18, -0.08, 0.07, 0.05, 0.04, 0.10, 0.10, 0.11, 0.11, 0.08, 0.11, 0.09, 0.12, 0.10, 0.11, 0.11, 0.10, 0.09, 0.11, 0.10, 0.13, 0.13, 0.06, 0.07, -0.02, 0.13, 0.12, 0.13, 0.12, 0.11, 0.13, 0.09, 0.06, 0.07, 0.03, 0.02, -0.38, 0.10, 0.02, 0.02, -0.38, 0.12, 0.12, 0.12, 0.11, 0.12, 0.02, 0.03, -0.38, 0.12, 0.03, 0.02, -0.38, 0.07, 0.12, 0.13, 0.13, 0.12, 0.02, 0.02, -0.38, 0.10, 0.02, 0.03, -0.39, 0.11, 0.12, 0.11, 0.12, 0.13]}

=====

no.,HOMO (eV)
1,-7.3250
2,-4.8714
3,-11.7622